Formula: C32H23Cl2GeO2ReS
Source: OMol25
Level of theory: wB97M-V/def2-TZVPD

- Energy relative to the best compared isomer or geometry (same formula, charge and spin): 1.3040 eV
- Net charge: +2
- Lowest unoccupied orbital energy (spin up / spin down): -9.652 / -10.073 eV

Each line ends with the Löwdin charge.
Positions of all 62 atoms, in Å:
Re: 0.525 0.968 1.218  1.23
Cl: 0.790 0.694 3.894  0.81
C: 0.619 2.459 4.225  -0.54
C: 1.073 2.982 5.427  -0.07
C: 0.984 4.329 5.697  0.00
C: 0.443 5.213 4.727  -0.05
C: 0.003 4.745 3.486  -0.69
Cl: -0.569 5.870 2.372  0.82
C: -0.002 3.311 3.263  -0.56
S: -0.739 2.729 1.745  0.81
H: 1.473 2.304 6.209  0.14
H: 1.306 4.751 6.611  0.12
H: 0.452 6.281 5.053  0.15
O: 2.565 1.608 1.536  -0.14
C: 3.061 0.438 1.354  -0.52
O: 2.188 -0.524 1.170  -0.11
C: 4.515 0.207 1.335  -0.17
C: 5.358 1.122 1.936  -0.01
C: 6.697 0.814 2.065  -0.06
C: 7.234 -0.274 1.450  -0.03
C: 6.396 -1.084 0.658  -0.02
C: 5.013 -0.896 0.650  0.01
H: 4.925 2.105 2.280  0.15
H: 7.386 1.445 2.629  0.13
H: 8.279 -0.530 1.557  0.13
H: 6.709 -1.900 0.055  0.11
H: 4.297 -1.606 0.259  0.13
C: -0.613 0.160 0.111  -0.24
Ge: -1.658 -0.749 -1.231  0.94
C: -1.273 -2.624 -1.463  -0.31
C: -0.616 -3.130 -2.571  -0.07
C: -0.652 -4.515 -2.827  -0.06
C: -1.318 -5.366 -1.979  -0.06
C: -1.910 -4.857 -0.812  -0.04
C: -1.794 -3.477 -0.526  -0.12
C: -1.164 0.079 -2.971  -0.28
C: 0.158 0.079 -3.456  -0.13
C: 0.445 0.497 -4.764  -0.07
C: -0.558 0.980 -5.592  -0.06
C: -1.829 1.185 -5.044  -0.07
C: -2.110 0.701 -3.783  -0.12
C: -3.569 -0.711 -0.838  -0.28
C: -3.948 0.105 0.250  -0.13
C: -5.255 0.047 0.725  -0.08
C: -6.259 -0.718 0.086  -0.03
C: -5.857 -1.439 -1.077  -0.07
C: -4.561 -1.463 -1.504  -0.11
H: -0.175 -2.434 -3.282  0.09
H: -0.056 -4.914 -3.651  0.12
H: -1.358 -6.418 -2.121  0.11
H: -2.446 -5.511 -0.104  0.12
H: -2.150 -3.091 0.402  0.09
H: 0.993 -0.244 -2.871  0.09
H: 1.421 0.326 -5.175  0.11
H: -0.297 1.198 -6.614  0.11
H: -2.616 1.769 -5.578  0.13
H: -3.175 0.666 -3.521  0.11
H: -3.197 0.762 0.741  0.07
H: -5.481 0.550 1.652  0.10
H: -7.247 -0.799 0.527  0.11
H: -6.613 -2.077 -1.650  0.14
H: -4.243 -2.126 -2.348  0.13